Entry from the OMol25 dataset: a structure of composition C9H9DyNO4 (ωB97M-V/def2-TZVPD).

Values from the calculation:
net charge = +3
HOMO level (spin up / spin down) = -21.2213 / -21.2215 eV
LUMO level (spin up / spin down) = -14.01 / -13.78 eV
frontier orbital gap (spin up / spin down) = 0.2651 / 0.2734 Ha
multiplicity = 6

Each line ends with the Löwdin spin population.
Cartesian coordinates (Å):
Dy: -0.834 0.818 -1.376  5.052
O: -2.911 -1.264 0.815  0.000
O: -0.692 2.716 1.736  0.000
O: 0.621 -2.581 -1.862  0.000
O: 2.855 1.224 -0.755  0.000
N: 0.147 -0.175 0.624  -0.011
C: -0.750 2.166 0.676  -0.015
C: 1.717 1.041 -0.920  -0.010
C: 0.986 -1.236 2.856  0.001
C: 0.194 -1.496 -1.662  -0.011
C: 2.184 -2.253 3.280  0.000
C: -1.134 2.261 -3.850  0.006
C: -2.266 -0.637 0.086  -0.013
C: -2.342 1.715 -3.484  -0.004
C: 0.530 -0.626 1.630  0.002
H: 2.070 -3.262 2.822  0.000
H: 2.243 -2.497 4.396  0.000
H: 3.193 -1.829 3.073  0.000
H: -0.891 3.315 -3.603  0.001
H: -2.706 0.796 -3.972  0.000
H: 1.163 -0.550 3.655  0.000
H: -0.518 1.782 -4.637  0.001
H: -3.089 2.316 -2.940  0.000
H: 0.231 -1.744 3.411  0.000

***

Entry from the OMol25 dataset: a cluster of 3 separate species, H6O2S in total (ωB97M-V/def2-TZVPD).

Values from the calculation:
net charge = 0
HOMO level = -10.4105 eV
LUMO level = -0.43 eV
SMILES = O.O.S
frontier orbital gap = 0.3667 Ha
relative energy (zero: lowest compared OMol25 entry of this formula, charge and spin) = 219.83 kJ/mol

Each line ends with the Mulliken charge.
Cartesian coordinates (Å):
S: 0.174 1.008 -1.329  -0.381
O: 0.592 0.484 1.641  -0.594
O: -0.396 -2.297 0.354  -0.625
H: -0.835 -1.505 0.652  0.304
H: -1.313 0.902 -2.039  0.179
H: 0.568 -2.296 0.551  0.327
H: -0.502 1.951 -2.246  0.173
H: 1.433 0.957 1.675  0.321
H: 0.280 0.796 0.742  0.295

***

Entry from the OMol25 dataset: the molecule C2H5ClN2O (ωB97M-V/def2-TZVPD).

Values from the calculation:
net charge = 0
HOMO level = -9.8595 eV
LUMO level = 1.08 eV
SMILES = CON1N[C@H]1Cl
frontier orbital gap = 0.4020 Ha
relative energy (zero: lowest compared OMol25 entry of this formula, charge and spin) = 325.81 kJ/mol

Each line ends with the Mulliken charge.
Cartesian coordinates (Å):
Cl: 1.477 3.350 -0.974  -0.189
O: 0.626 -0.313 -0.399  -0.131
N: -0.795 1.772 -0.905  -0.485
N: 0.509 0.997 -0.069  -0.251
C: 0.145 -1.182 0.619  -0.486
C: 0.571 1.845 -1.214  0.190
H: 0.831 -2.028 0.636  0.213
H: 0.149 -0.664 1.580  0.288
H: 0.859 1.385 -2.159  0.352
H: -1.095 2.500 -0.266  0.256
H: -0.865 -1.523 0.382  0.243

***

Entry from the OMol25 dataset: a structure of composition C10H5NO5SSn (ωB97M-V/def2-TZVPD).

Values from the calculation:
net charge = +2
HOMO level = -16.5733 eV
LUMO level = -8.57 eV
frontier orbital gap = 0.2942 Ha

Each line ends with the Mulliken charge.
Cartesian coordinates (Å):
Sn: -1.136 0.478 0.262  1.103
S: -0.255 -1.794 -0.231  -0.373
O: -3.500 -1.794 -1.194  -0.106
O: -4.876 1.811 -2.059  -0.099
O: -3.706 0.827 3.149  -0.030
O: -0.961 4.201 -1.240  -0.071
O: -1.747 0.660 -5.834  -0.130
N: 1.661 -1.915 1.564  -0.083
C: 3.298 -0.004 0.523  -0.069
C: -1.784 0.591 -4.696  0.130
C: 3.526 -0.487 1.816  -0.613
C: 2.171 -0.408 -0.203  -0.530
C: 2.735 -1.492 2.298  -0.086
C: -3.910 1.724 -1.457  0.098
C: -1.062 3.125 -0.888  0.067
C: -2.955 0.629 2.314  0.110
C: -2.933 -0.814 -1.052  0.246
C: 1.308 -1.333 0.376  0.336
H: 1.914 0.032 -1.159  0.535
H: 1.015 -2.618 1.925  0.274
H: 2.832 -1.994 3.257  0.433
H: 4.379 -0.159 2.425  0.420
H: 3.984 0.733 0.103  0.438

***

Entry from the OMol25 dataset: the molecule C2H4N2O (ωB97M-V/def2-TZVPD).

Values from the calculation:
net charge = 0
HOMO level = -10.2791 eV
LUMO level = 0.89 eV
SMILES = [H]/N=C/NC=O
frontier orbital gap = 0.4106 Ha
relative energy (zero: lowest compared OMol25 entry of this formula, charge and spin) = 26.84 kJ/mol

Each line ends with the Mulliken charge.
Cartesian coordinates (Å):
O: 1.019 0.552 -2.336  -0.507
N: 0.269 0.634 -0.178  -0.218
N: -1.526 -0.099 1.097  -0.603
C: 0.867 0.023 -1.261  0.125
C: -0.286 -0.145 0.854  0.023
H: 1.184 -1.016 -1.049  0.275
H: -0.221 1.491 -0.404  0.268
H: -1.766 -0.706 1.879  0.265
H: 0.459 -0.735 1.399  0.371

***

Entry from the OMol25 dataset: the ion C5H15N2 with charge +1 (ωB97M-V/def2-TZVPD).

Values from the calculation:
net charge = +1
HOMO level = -13.9520 eV
LUMO level = -3.25 eV
SMILES = CC(C)NCC[NH3+]
frontier orbital gap = 0.3934 Ha
relative energy (zero: lowest compared OMol25 entry of this formula, charge and spin) = 50.57 kJ/mol

Each line ends with the Mulliken charge.
Cartesian coordinates (Å):
N: 0.218 0.065 0.901  -0.547
N: 1.870 -0.795 -0.877  -0.216
C: -1.976 -0.906 1.385  -1.470
C: 1.018 1.156 0.360  -0.476
C: -1.427 -0.025 -0.902  -1.263
C: -1.219 0.156 0.591  0.555
C: 1.785 0.694 -0.939  -0.654
H: 0.414 2.011 0.046  0.261
H: 1.759 1.470 1.090  0.515
H: 0.318 0.073 1.911  0.219
H: 1.665 -1.243 -1.773  0.357
H: -1.123 0.874 -1.455  0.271
H: -2.167 -0.608 2.414  0.376
H: -1.359 -1.780 1.384  0.378
H: 1.251 1.011 -1.824  0.328
H: -2.464 -0.201 -1.177  0.421
H: 2.791 -1.125 -0.582  0.374
H: -2.943 -1.088 0.927  0.391
H: -1.526 1.176 0.831  0.323
H: -0.842 -0.867 -1.295  0.231
H: 1.170 -1.108 -0.163  0.261
H: 2.787 1.061 -0.852  0.364

***

Record-wise molar mass values, in g/mol: 357.7; 70.1; 108.5; 369.9; 72.1; 103.2
Record-wise largest force on an atom values, in Eh/bohr: 0.19304; 0.11765; 0.03516; 0.06981; 0.00913; 0.03050